Record 1
Below is C2H8OS as an isolated structure in a non-equilibrium geometry, with properties calculated with ωB97M-V/def2-TZVPD.

Atoms and positions in Å:
H: 2.32325 2.93033 0.35905
H: -1.95009 -5.65955 -2.15409
H: 0.94928 -0.27226 0.49113
H: 1.29771 2.46834 -1.57823
H: 2.04892 1.67746 0.55695
H: -1.24208 -0.69590 2.05430
O: -0.48773 -1.27877 1.42230
S: -1.16064 2.71418 0.63970
H: -1.15474 -1.03030 0.40906
C: 1.40239 2.24421 -0.21847
C: -0.01642 1.73338 -0.06802
H: -2.00985 -4.83111 -1.91368

Computed properties:
Kohn-Sham gap = 0.216 Eh
total charge = 0
M = 80.152 g mol⁻¹
spin multiplicity = 1
total energy = -553.94572 hartree
HOMO level = -7.9 eV

Record 2
Below is a 2-piece molecular cluster, C2H8OS overall in a non-equilibrium geometry, with properties calculated with ωB97M-V/def2-TZVPD.

Atoms and positions in Å:
H: 0.50702 -0.96931 0.14133
C: -0.57267 -1.70690 -2.15912
H: 0.45513 -1.42297 -2.44128
H: 0.75739 0.75864 -0.25969
H: -0.52185 -2.53297 -1.42998
H: 0.95243 1.09652 -3.35080
C: 0.00000 0.00000 0.00000
H: 2.16702 1.78470 -4.04060
H: -0.47643 0.28988 0.95163
O: 1.56127 1.01325 -4.11933
H: -1.09870 -2.06480 -3.06013
S: -1.24076 -0.27490 -1.31991

Computed properties:
Kohn-Sham gap = 0.346 Eh
total charge = 0
M = 80.152 g mol⁻¹
spin multiplicity = 1
total energy = -554.40439 hartree
SMILES = CSC.O
HOMO level = -8.6 eV

Record 3
Below is a 2-piece molecular cluster, C2H8OS2 overall in a non-equilibrium geometry, with properties calculated with ωB97M-V/def2-TZVPD.

Atoms and positions in Å:
S: 1.12520 -3.18214 3.04835
H: -0.68498 2.41640 -2.57471
H: -1.45856 2.01132 -0.95453
C: -0.85206 1.62340 -1.81039
H: -1.57236 1.05107 -2.35979
H: 0.79257 0.42198 -2.29843
H: 0.24765 0.50966 -0.36407
H: 1.78204 2.15140 -0.24260
H: -1.54493 -3.14550 2.31284
C: 0.44152 0.98097 -1.35560
O: 1.44909 1.98152 -1.16865
S: -0.97982 -3.15739 3.46661
H: 1.25465 -3.66267 4.30098

Computed properties:
Kohn-Sham gap = 0.323 Eh
total charge = 0
M = 112.219 g mol⁻¹
spin multiplicity = 1
total energy = -952.55110 hartree
SMILES = CCO.SS
HOMO level = -8.8 eV

Record 4
Below is a 2-piece molecular cluster, C2H8OS2 overall in a non-equilibrium geometry, with properties calculated with ωB97M-V/def2-TZVPD.

Atoms and positions in Å:
O: 0.69778 0.34915 -1.77050
H: 3.18755 1.78380 -0.08841
H: -4.64358 -3.00421 0.74038
H: 3.23028 0.67489 -1.42190
C: 1.28215 1.36157 -0.92856
C: 2.66918 0.93082 -0.54746
H: -0.25193 0.25837 -1.61069
S: -4.64393 -1.81058 1.35765
H: 1.31455 2.23249 -1.57594
H: -2.49096 -2.43571 2.52504
S: -3.64832 -2.15298 3.13881
H: 0.65401 1.62332 -0.07331
H: 2.64320 0.18906 0.25489

Computed properties:
Kohn-Sham gap = 0.351 Eh
total charge = 0
M = 112.219 g mol⁻¹
spin multiplicity = 1
total energy = -952.57945 hartree
SMILES = CCO.SS
HOMO level = -9.3 eV

Record 5
Below is a 2-piece molecular cluster, C2H8OS2 overall, with properties calculated with ωB97M-V/def2-TZVPD.

Atoms and positions in Å:
H: 1.56903 -0.02941 0.54023
H: -2.76411 -1.88915 0.40171
S: -1.64561 -1.02158 2.45319
C: 1.12680 0.57098 -0.25856
C: 1.44981 0.03553 -1.63333
H: 1.56855 1.57454 -0.18368
H: 2.51151 -0.12947 -1.78397
H: -0.50661 1.05339 0.71573
O: -0.28324 0.68964 -0.15197
H: 0.91016 -0.88469 -1.87166
H: -1.72084 0.23916 2.89308
S: -3.31762 -0.98390 1.21527
H: 1.10218 0.77494 -2.33602

Computed properties:
Kohn-Sham gap = 0.328 Eh
total charge = 0
M = 112.219 g mol⁻¹
spin multiplicity = 1
total energy = -952.57976 hartree
SMILES = CCO.SS
HOMO level = -8.7 eV

Record 6
Below is a 2-piece molecular cluster, C2H8OS2 overall in a non-equilibrium geometry, with properties calculated with ωB97M-V/def2-TZVPD.

Atoms and positions in Å:
H: -1.28239 2.20105 3.12139
H: 5.09031 -1.61997 -4.07642
S: -1.09500 0.78820 1.20590
H: 3.75220 -2.22295 -2.97719
H: -2.44513 2.71788 1.85172
H: -2.90194 1.44925 2.68880
C: 4.13615 -1.41939 -3.59900
H: -1.95567 -1.64988 1.82570
H: 4.83427 -0.29421 -2.13353
C: -1.96180 1.86675 2.34295
H: 3.32328 -1.29596 -4.32362
O: 4.18826 -0.20977 -2.84734
S: -2.40762 -0.77281 0.92264

Computed properties:
Kohn-Sham gap = 0.357 Eh
total charge = 0
M = 112.219 g mol⁻¹
spin multiplicity = 1
total energy = -952.57333 hartree
SMILES = CSS.CO
HOMO level = -9.1 eV

Record 7
Below is one molecule with the formula C2H8P2 in a non-equilibrium geometry, with properties calculated with ωB97M-V/def2-TZVPD.

Atoms and positions in Å:
P: -2.46476 0.40360 -0.30436
H: 0.21443 0.18948 1.24339
H: -1.34870 -1.46261 -1.33234
C: 1.92800 0.63118 -0.28324
H: 2.94767 0.06245 -0.28266
H: -1.95339 1.04332 0.75402
H: -3.55811 -0.16206 0.45012
P: 0.45013 -0.52964 0.06174
H: 1.91108 1.29457 -1.03641
H: 1.29253 -1.55230 0.35352
C: -1.21379 -1.09751 -0.30414
H: 1.79489 1.17952 0.68036

Computed properties:
Kohn-Sham gap = 0.295 Eh
total charge = 0
M = 94.034 g mol⁻¹
spin multiplicity = 1
total energy = -763.55098 hartree
SMILES = C[PH2]=CP
HOMO level = -7.6 eV

Record 8
Below is a 2-piece molecular cluster, C2H8S overall in a non-equilibrium geometry, with properties calculated with ωB97M-V/def2-TZVPD.

Atoms and positions in Å:
H: 1.35701 2.28201 -1.55709
C: 0.91668 1.53002 -0.92024
H: -1.33670 -1.57900 -1.20949
H: 0.92296 0.64292 -1.54821
H: 1.29704 1.39778 0.06871
H: 0.38593 -0.61317 1.29207
C: -0.57199 -1.08529 1.27494
S: -0.89754 -2.19422 -0.10007
H: -1.28148 -0.27402 1.47502
H: -0.19548 1.71667 -0.92370
H: -0.59642 -1.82370 2.14806

Computed properties:
Kohn-Sham gap = 0.368 Eh
total charge = 0
M = 64.153 g mol⁻¹
spin multiplicity = 1
total energy = -479.14669 hartree
SMILES = CS.C
HOMO level = -9.1 eV